Record 1
Molecular formula: C28H49N7
Method: DFT, the ωB97M-V functional and the def2-TZVPD basis

HOMO-LUMO gap in Eh: 0.3504
Multiplicity: 1
Max |F| in eV/Å: 6.7
Energy above the lowest of the compared OMol25 structures with the same formula, charge and spin in kJ/mol: 1381.4
LUMO energy in eV: -0.12

Geometry (Å):
C: -3.87 -1.61 -1.21
C: -2.45 -1.73 -1.93
C: -2.00 -0.77 -3.04
C: -1.70 0.57 -2.62
N: -1.39 1.59 -2.19
H: -4.64 -1.58 -1.97
H: -4.00 -0.63 -0.73
H: -4.05 -2.37 -0.45
H: -2.37 -2.71 -2.42
H: -1.75 -1.65 -1.11
H: -2.78 -0.66 -3.79
H: -1.00 -1.04 -3.39
C: 2.30 0.67 1.90
C: 2.00 0.64 3.45
C: 1.57 2.01 3.96
C: 2.69 2.97 3.61
N: 3.59 3.71 3.41
H: 3.34 1.00 1.81
H: 1.86 1.50 1.34
H: 2.28 -0.32 1.46
H: 2.80 0.17 4.01
H: 1.12 0.00 3.53
H: 1.43 1.82 5.02
H: 0.57 2.25 3.58
C: -1.15 -2.51 1.42
C: -1.36 -2.44 2.92
C: -1.79 -1.01 3.48
C: -2.73 -0.22 2.66
N: -3.48 0.31 1.98
H: -0.17 -2.09 1.20
H: -1.86 -2.04 0.73
H: -1.05 -3.58 1.19
H: -0.67 -3.02 3.53
H: -2.28 -2.96 3.21
H: -0.92 -0.39 3.69
H: -2.31 -1.18 4.42
C: 0.33 -3.51 -0.09
C: -0.47 -4.80 -0.13
C: -1.55 -4.86 -1.24
C: -0.93 -4.59 -2.59
N: -0.49 -4.26 -3.60
H: 0.97 -3.55 -0.97
H: 0.96 -3.44 0.79
H: -0.18 -2.56 -0.25
H: -0.84 -5.01 0.87
H: 0.31 -5.54 -0.35
H: -2.37 -4.17 -1.05
H: -1.92 -5.89 -1.30
C: 1.37 0.12 -0.87
C: 0.45 -0.39 0.33
C: -0.84 0.40 0.56
C: -0.55 1.77 1.05
N: -0.36 2.76 1.59
H: 0.72 0.29 -1.73
H: 2.08 -0.66 -1.12
H: 2.06 0.93 -0.66
H: 1.05 -0.38 1.24
H: 0.23 -1.45 0.15
H: -1.59 0.03 1.27
H: -1.44 0.50 -0.35
C: 3.22 0.69 -2.15
C: 4.30 1.73 -1.82
C: 5.17 1.91 -3.12
C: 6.28 2.84 -2.90
N: 7.13 3.60 -2.62
H: 2.70 0.52 -1.21
H: 3.68 -0.28 -2.30
H: 2.57 1.02 -2.96
H: 5.00 1.40 -1.05
H: 3.79 2.62 -1.47
H: 4.50 2.26 -3.91
H: 5.59 0.95 -3.42
C: -1.57 5.17 -0.64
C: -1.47 3.68 -0.97
C: -2.35 2.68 -0.08
C: -3.74 3.12 0.15
N: -4.82 3.46 0.30
H: -2.54 5.51 -0.26
H: -1.27 5.78 -1.49
H: -0.82 5.55 0.05
H: -0.48 3.25 -0.83
H: -1.49 3.55 -2.05
H: -1.95 2.91 0.91
H: -2.19 1.65 -0.40

Record 2
Molecular formula: C28H50BKN10S4
Method: DFT, the ωB97M-V functional and the def2-TZVPD basis

HOMO-LUMO gap in Eh: 0.2646
Multiplicity: 1
Max |F| in eV/Å: 0.3
Energy above the lowest of the compared OMol25 structures with the same formula, charge and spin in kJ/mol: 0.0
LUMO energy in eV: 0.42

Geometry (Å):
K: 0.33 -0.61 -0.89
C: -3.52 0.95 5.69
C: -2.37 0.10 5.15
C: -2.99 -1.14 4.50
C: -1.43 -0.30 6.28
N: -1.59 0.91 4.19
C: -1.65 2.30 4.13
C: -0.74 2.71 3.22
N: -0.11 1.60 2.72
B: 0.98 1.51 1.64
N: 1.30 2.92 1.06
C: 2.07 3.86 1.71
C: 2.22 4.92 0.90
N: 1.55 4.64 -0.28
C: 0.98 3.40 -0.17
S: 0.05 2.59 -1.37
C: 1.51 5.55 -1.46
C: 2.29 6.83 -1.13
C: 2.17 4.89 -2.66
C: 0.05 5.95 -1.74
N: 2.28 0.96 2.29
C: 2.56 1.06 3.64
C: 3.70 0.39 3.87
N: 4.14 -0.13 2.66
C: 3.24 0.22 1.69
S: 3.26 -0.14 0.02
C: 5.35 -1.00 2.64
C: 4.98 -2.30 3.36
C: 5.88 -1.33 1.25
C: 6.47 -0.27 3.39
C: -0.62 0.49 3.32
S: -0.03 -1.08 3.05
H: -4.16 0.31 6.30
H: -4.12 1.33 4.86
H: -3.19 1.77 6.32
H: -3.68 -1.59 5.22
H: -2.25 -1.87 4.22
H: -3.56 -0.86 3.61
H: -1.96 -0.88 7.04
H: -1.00 0.58 6.76
H: -0.61 -0.92 5.89
H: -2.34 2.88 4.71
H: -0.51 3.71 2.88
H: 0.59 0.85 0.76
H: 2.46 3.68 2.70
H: 2.77 5.83 1.06
H: 3.34 6.62 -0.94
H: 1.86 7.36 -0.28
H: 2.23 7.49 -1.99
H: 3.20 4.62 -2.42
H: 2.17 5.59 -3.50
H: 1.63 3.99 -2.96
H: -0.38 6.43 -0.86
H: -0.54 5.08 -2.00
H: 0.03 6.65 -2.57
H: 1.90 1.56 4.32
H: 4.22 0.22 4.79
H: 4.16 -2.79 2.84
H: 4.67 -2.12 4.39
H: 5.84 -2.97 3.38
H: 5.17 -1.93 0.68
H: 6.80 -1.90 1.39
H: 6.10 -0.44 0.68
H: 6.23 -0.07 4.43
H: 6.69 0.68 2.90
H: 7.37 -0.89 3.38
N: -2.08 -1.94 -0.99
C: -2.06 -2.83 0.18
C: -1.13 -4.04 0.03
C: 0.37 -3.81 0.23
N: 1.03 -3.24 -0.95
H: -2.66 -1.13 -0.77
H: -2.51 -2.41 -1.78
H: -3.06 -3.21 0.41
H: -1.74 -2.24 1.04
H: -1.30 -4.52 -0.94
H: -1.44 -4.76 0.78
H: 0.82 -4.78 0.50
H: 0.53 -3.14 1.07
H: 1.06 -3.91 -1.71
H: 1.99 -3.00 -0.73
C: -5.79 2.53 2.02
N: -4.60 2.98 1.34
C: -4.32 4.29 0.99
C: -3.12 4.28 0.37
N: -2.69 2.98 0.36
C: -3.59 2.16 0.95
S: -3.48 0.51 1.20
H: -6.52 3.33 2.02
H: -5.56 2.24 3.05
H: -6.19 1.66 1.51
H: -4.99 5.10 1.20
H: -2.54 5.08 -0.07
H: -1.82 2.66 -0.08

Record 3
Molecular formula: C28H50MoN5O2PS
Method: DFT, the ωB97M-V functional and the def2-TZVPD basis

HOMO-LUMO gap (alpha / beta) in Eh: 0.2552 / 0.2617
Multiplicity: 3
Max |F| in eV/Å: 2.7
Expectation value of S²: 2.01
Energy above the lowest of the compared OMol25 structures with the same formula, charge and spin in kJ/mol: 0.0
Total charge: +4
LUMO energy (alpha / beta) in eV: -13.11 / -12.96

Geometry (Å):
Mo: 0.12 -0.55 -1.36
C: -3.97 -1.30 3.93
C: -3.76 -2.58 3.08
C: -3.14 -3.68 3.92
C: -5.06 -3.01 2.45
C: -2.81 -2.03 1.99
C: -3.21 -2.01 0.62
C: -2.25 -1.66 -0.27
N: -1.11 -1.03 0.11
C: -0.74 -0.86 1.43
C: -1.52 -1.48 2.36
C: 0.55 -0.19 1.53
C: 1.21 0.23 2.70
C: 2.54 0.63 2.64
C: 3.22 0.51 1.42
C: 2.50 0.18 0.29
N: 1.20 -0.16 0.36
C: 3.26 1.45 3.74
C: 4.66 0.86 4.05
C: 3.41 2.76 3.02
C: 2.43 1.52 5.06
H: -4.76 -1.52 4.62
H: -4.35 -0.49 3.27
H: -3.05 -0.96 4.41
H: -3.95 -4.17 4.50
H: -2.35 -3.31 4.57
H: -2.61 -4.42 3.34
H: -5.71 -3.43 3.21
H: -5.04 -3.82 1.69
H: -5.62 -2.18 2.01
H: -4.16 -2.44 0.30
H: -2.49 -1.64 -1.33
H: -1.19 -1.47 3.42
H: 0.66 0.23 3.64
H: 4.31 0.72 1.34
H: 2.95 0.18 -0.71
H: 5.16 0.52 3.13
H: 4.50 0.03 4.73
H: 5.23 1.69 4.52
H: 4.02 2.79 2.11
H: 3.82 3.45 3.77
H: 2.41 3.19 2.75
H: 2.39 0.49 5.44
H: 1.45 1.93 4.94
H: 2.96 2.13 5.81
C: 1.69 2.34 -4.22
N: 0.60 3.06 -3.58
C: 0.49 4.50 -3.82
P: -0.73 2.42 -3.00
O: -0.32 0.79 -2.52
N: -1.86 2.11 -4.05
C: -1.69 2.46 -5.46
C: -3.13 1.42 -3.74
N: -1.22 3.22 -1.71
C: -0.27 3.95 -0.82
C: -2.61 3.69 -1.48
H: 1.76 1.32 -3.84
H: 2.59 2.90 -4.01
H: 1.56 2.27 -5.30
H: 1.11 5.07 -3.09
H: -0.54 4.81 -3.68
H: 0.73 4.73 -4.86
H: -0.66 2.69 -5.73
H: -2.29 3.36 -5.70
H: -1.98 1.60 -6.05
H: -3.12 0.88 -2.83
H: -3.31 0.70 -4.52
H: -3.89 2.19 -3.77
H: 0.75 3.58 -1.08
H: -0.49 3.85 0.24
H: -0.26 4.99 -1.04
H: -2.65 4.04 -0.46
H: -3.30 2.86 -1.52
H: -2.77 4.51 -2.18
O: 1.36 -1.89 -1.90
S: 2.58 -2.78 -2.41
C: 3.02 -3.63 -0.81
C: 3.11 -5.10 -1.06
C: 1.93 -5.40 -1.95
C: 1.94 -4.37 -3.11
H: 2.12 -3.35 -0.18
H: 3.92 -3.16 -0.45
H: 3.06 -5.69 -0.14
H: 4.05 -5.28 -1.52
H: 0.97 -5.32 -1.39
H: 1.91 -6.44 -2.34
H: 0.97 -4.30 -3.61
H: 2.73 -4.71 -3.87